No. 1
{
  "formula": "C22H14BeF5N2OS3",
  "method": "ωB97M-V/def2-TZVPD",
  "symbols": ["Be", "C", "C", "N", "N", "C", "S", "S", "C", "C", "C", "C", "C", "C", "C", "C", "C", "C", "C", "C", "C", "O", "H", "H", "H", "H", "H", "H", "H", "H", "H", "H", "H", "H", "H", "H", "F", "C", "C", "F", "C", "F", "C", "S", "C", "F", "C", "F"],
  "xyz": [[0.334, 0.316, -1.420], [-0.629, 0.722, 2.493], [-0.199, 1.020, 1.084], [0.021, 0.063, 0.253], [-0.190, -1.239, 0.719], [-0.442, -2.019, -0.282], [-0.516, -1.572, -1.949], [-0.776, -3.719, 0.065], [-0.662, -3.734, 1.860], [-1.862, -3.250, 2.643], [-2.822, -2.399, 2.112], [-3.875, -1.945, 2.898], [-3.987, -2.338, 4.225], [-3.037, -3.197, 4.763], [-1.986, -3.646, 3.973], [-0.083, 2.403, 0.600], [0.023, 3.463, 1.511], [0.043, 4.779, 1.103], [-0.076, 5.056, -0.265], [-0.181, 4.041, -1.186], [-0.151, 2.685, -0.793], [-0.198, 1.763, -1.713], [-1.364, -0.080, 2.486], [-1.050, 1.603, 2.971], [0.217, 0.363, 3.083], [0.208, -3.129, 2.122], [-0.445, -4.771, 2.120], [-2.748, -2.086, 1.077], [-4.610, -1.277, 2.466], [-4.809, -1.983, 4.834], [-3.112, -3.517, 5.795], [-1.244, -4.314, 4.398], [0.103, 3.239, 2.568], [0.144, 5.579, 1.825], [-0.078, 6.085, -0.607], [-0.259, 4.243, -2.247], [4.150, 0.242, -7.290], [3.763, 0.238, -6.002], [2.428, 0.286, -5.668], [1.503, 0.339, -6.641], [2.043, 0.280, -4.340], [0.723, 0.331, -4.099], [2.942, 0.228, -3.281], [2.511, 0.218, -1.586], [4.283, 0.181, -3.668], [5.249, 0.129, -2.735], [4.696, 0.184, -4.986], [6.004, 0.134, -5.292]],
  "mulliken_charge": [0.207, -1.042, 0.874, 0.363, -0.472, 0.313, -0.365, -0.172, -0.924, 0.782, -0.291, -0.649, -0.443, -0.470, -0.551, 0.381, -0.711, -0.809, -0.345, -0.639, 0.592, -0.717, 0.006, 0.425, 0.278, 0.269, 0.542, 0.388, 0.387, 0.371, 0.362, 0.370, 0.344, 0.379, 0.354, 0.420, -0.321, 0.748, -0.402, -0.311, 0.280, -0.318, 0.322, -0.458, 0.290, -0.329, 0.003, -0.311],
  "homo_energy_ev": -4.65,
  "total_charge": -1,
  "multiplicity": 1,
  "total_energy_ha": -2740.367523
}

No. 2
{
  "formula": "C22H14Br2N4Rh",
  "method": "ωB97M-V/def2-TZVPD",
  "symbols": ["Rh", "C", "C", "N", "C", "C", "C", "C", "C", "C", "C", "C", "C", "N", "C", "H", "H", "H", "H", "H", "H", "H", "H", "Br", "C", "C", "C", "N", "C", "C", "C", "C", "C", "Br", "C", "C", "N", "H", "H", "H", "H", "H", "H"],
  "xyz": [[-0.224, -0.224, 0.000], [4.263, -0.613, 0.000], [2.905, -0.899, 0.000], [1.924, 0.013, 0.000], [2.321, 1.312, 0.000], [3.692, 1.699, 0.000], [4.678, 0.699, 0.000], [4.040, 3.071, 0.000], [3.071, 4.040, 0.000], [1.699, 3.692, 0.000], [0.700, 4.678, 0.000], [-0.613, 4.264, 0.000], [-0.899, 2.905, 0.000], [0.013, 1.924, 0.000], [1.312, 2.322, 0.000], [4.977, -1.422, 0.000], [2.649, -1.943, 0.000], [5.721, 0.973, 0.000], [5.087, 3.341, 0.000], [3.342, 5.086, 0.000], [0.973, 5.722, 0.000], [-1.422, 4.977, 0.000], [-1.943, 2.650, 0.000], [-6.955, -1.396, 0.000], [-5.076, -1.059, 0.000], [-4.616, 0.280, 0.000], [-3.259, 0.500, 0.000], [-2.309, -0.445, 0.000], [-2.764, -1.763, 0.000], [-4.143, -2.064, 0.000], [-1.763, -2.764, 0.000], [-2.064, -4.143, 0.000], [-1.060, -5.076, 0.000], [-1.397, -6.956, 0.000], [0.279, -4.616, 0.000], [0.500, -3.259, 0.000], [-0.445, -2.309, 0.000], [-5.316, 1.099, 0.000], [-2.954, 1.531, 0.000], [-4.464, -3.090, 0.000], [-3.090, -4.463, 0.000], [1.099, -5.317, 0.000], [1.531, -2.955, 0.000]],
  "mulliken_charge": [1.626, -1.261, -0.083, -0.358, -0.075, 1.489, -0.498, -1.036, -0.968, 1.524, -0.545, -1.235, -0.118, -0.356, -0.073, 0.463, 0.820, 0.515, 0.473, 0.481, 0.515, 0.464, 0.814, 0.027, -0.443, -0.781, 0.228, -0.280, 0.606, -0.378, 0.606, -0.418, -0.428, 0.024, -0.778, 0.180, -0.281, 0.507, 0.308, 0.438, 0.433, 0.497, 0.356],
  "homo_energy_ev": [-17.92, -17.91],
  "total_charge": 3,
  "multiplicity": 1,
  "total_energy_ha": -6323.299681
}

No. 3
{
  "formula": "C22H14Co2O8",
  "method": "ωB97M-V/def2-TZVPD",
  "symbols": ["O", "C", "Co", "C", "O", "C", "O", "C", "C", "C", "C", "C", "C", "C", "C", "C", "Co", "C", "O", "C", "O", "C", "O", "H", "H", "H", "H", "H", "H", "H", "C", "O", "C", "C", "C", "C", "C", "O", "C", "H", "H", "H", "H", "H", "H", "H"],
  "xyz": [[-3.209, -3.106, -4.473], [-2.701, -3.079, -3.438], [-1.989, -3.180, -1.791], [-2.191, -4.931, -1.574], [-2.353, -6.054, -1.363], [-0.249, -2.966, -2.011], [0.893, -3.060, -2.181], [-2.767, -1.891, -0.782], [-1.850, -2.643, -0.081], [-1.274, -2.971, 1.096], [0.168, -2.948, 1.271], [0.755, -3.907, 2.122], [2.130, -3.961, 2.272], [2.947, -3.021, 1.619], [2.380, -2.040, 0.783], [0.998, -2.012, 0.588], [-2.066, -0.436, -2.008], [-3.100, -0.077, -3.371], [-3.789, 0.248, -4.243], [-0.310, -0.264, -2.318], [0.799, -0.282, -2.657], [-2.299, 0.808, -0.794], [-2.611, 1.506, 0.073], [-3.827, -1.777, -0.485], [-1.870, -3.429, 1.898], [0.082, -4.600, 2.636], [2.563, -4.726, 2.918], [4.032, -3.045, 1.763], [3.012, -1.297, 0.283], [0.538, -1.235, -0.036], [1.931, 5.502, 3.268], [1.263, 4.349, 2.727], [1.065, 4.217, 1.381], [1.275, 5.258, 0.437], [0.880, 5.007, -0.884], [0.415, 3.772, -1.305], [0.296, 2.653, -0.391], [-0.031, 1.470, -0.748], [0.573, 2.968, 0.976], [2.078, 5.254, 4.321], [2.902, 5.667, 2.787], [1.303, 6.396, 3.188], [1.694, 6.228, 0.748], [0.955, 5.831, -1.599], [0.139, 3.602, -2.344], [0.417, 2.203, 1.722]],
  "mulliken_charge": [-0.429, 0.128, 0.159, 0.081, -0.440, 0.142, -0.387, 0.091, 0.352, -1.360, 0.777, -0.646, -0.392, -0.430, -0.747, -0.399, 0.129, 0.054, -0.443, 0.450, -0.393, 0.348, -0.433, 0.403, 0.166, 0.307, 0.320, 0.310, 0.411, 0.871, -0.874, -0.386, 0.818, -0.578, -0.315, -0.903, -0.470, -0.348, -0.168, 0.239, 0.348, 0.313, 0.262, 0.295, 0.352, 0.414],
  "homo_energy_ev": -0.64,
  "total_charge": -2,
  "multiplicity": 1,
  "total_energy_ha": -4214.070538,
  "relative_energy_ev": 0.810
}

No. 4
{
  "formula": "C22H14F2N4O3S2",
  "method": "ωB97M-V/def2-TZVPD",
  "symbols": ["O", "C", "N", "C", "C", "C", "C", "C", "C", "C", "C", "C", "C", "N", "C", "C", "N", "S", "O", "O", "C", "C", "C", "C", "F", "C", "C", "F", "C", "S", "C", "N", "C", "H", "H", "H", "H", "H", "H", "H", "H", "H", "H", "H", "H", "H", "H"],
  "xyz": [[-5.400, 6.292, -4.011], [-4.362, 5.970, -3.584], [-3.217, 6.692, -3.839], [-2.089, 6.054, -3.160], [-2.777, 4.815, -2.518], [-2.295, 3.782, -1.675], [-3.219, 2.973, -0.940], [-2.767, 1.873, -0.027], [-3.494, 0.964, 0.758], [-2.736, 0.035, 1.538], [-1.400, 0.079, 1.120], [-0.421, -0.838, 1.549], [-0.828, -2.035, 2.076], [0.023, -2.933, 2.533], [1.343, -2.717, 2.331], [1.841, -1.502, 1.731], [3.159, -1.147, 1.458], [3.981, -1.848, 0.116], [2.975, -1.906, -0.966], [5.270, -1.107, -0.124], [4.151, -3.592, 0.618], [3.464, -4.662, -0.001], [3.526, -6.018, 0.338], [4.292, -6.261, 1.503], [4.181, -7.519, 2.102], [4.930, -5.194, 2.194], [4.787, -3.949, 1.741], [5.380, -2.961, 2.489], [0.988, -0.491, 1.462], [-1.134, 1.249, -0.054], [-4.644, 3.028, -1.207], [-5.091, 3.981, -2.032], [-4.203, 4.799, -2.668], [-3.198, 7.700, -4.121], [-1.818, 6.703, -2.325], [-1.165, 5.822, -3.864], [-1.252, 3.654, -1.469], [-4.554, 0.984, 0.843], [-3.168, -0.718, 2.314], [-1.844, -2.268, 2.081], [2.050, -3.480, 2.469], [3.217, -0.107, 1.341], [2.909, -4.619, -0.986], [3.293, -6.878, -0.332], [5.484, -5.463, 2.984], [1.203, 0.449, 1.040], [-5.370, 2.313, -0.826]],
  "mulliken_charge": [-0.553, 0.023, -0.165, -0.402, 0.042, -0.301, 0.895, 0.259, -0.472, -0.878, 0.536, 0.710, -0.811, -0.666, -0.520, 0.486, -0.257, 1.340, -0.652, -0.683, -0.512, 0.084, -0.899, 0.616, -0.293, -1.106, 1.178, -0.329, -0.621, -0.324, -0.583, -0.661, 0.260, 0.276, 0.252, 0.272, 0.440, 0.348, 0.258, 0.465, 0.570, 0.400, 0.328, 0.344, 0.580, 0.382, 0.343],
  "homo_energy_ev": -8.23,
  "multiplicity": 1,
  "total_energy_ha": -2287.475748,
  "smiles": "O=C1NCc2cc(-c3ccc(-c4cncc(NS(=O)(=O)c5ccc(F)cc5F)c4)s3)cnc21"
}